Entry 1:
Here is a structure of composition C4H12N2O2 from the Open Molecules 2025 dataset. Energies are from wB97M-V/def2-TZVPD.

```
! wB97M-V def2-TZVPD RIJCOSX def2/J DEFGRID3
* xyz 0 1
C -1.454 0.528 1.237
N -1.398 -2.057 -0.139
O -1.144 -0.810 -0.698
H -0.635 -2.213 0.535
H -1.316 -2.738 -0.895
H -2.421 0.370 0.782
H -1.119 -0.285 1.868
H -1.389 1.475 1.769
C 1.224 1.178 1.344
C 0.745 -0.058 -2.174
N 0.208 0.873 0.343
C 0.550 -0.405 -0.710
O 1.246 -1.269 -0.181
H 0.008 1.675 -0.246
H 0.891 1.994 1.992
H 1.403 0.271 1.918
H 2.167 1.460 0.869
H 1.734 0.384 -2.312
H -0.034 0.606 -2.547
H 0.734 -0.979 -2.755
*
```

## Properties
relative energy (zero: lowest compared OMol25 entry of this formula, charge and spin): 140.7 kcal per mole
orbital gap: 8.50 eV
LUMO: 0.024 hartree
highest occupied orbital energy: -0.2879 hartree
strongest force on any atom: 3.23 eV Å⁻¹

natural (NBO) atomic charge list, values in e, 4 entries: C -0.2774; N -0.5337; O -0.5641; H 0.3384

---

Entry 2:
Here is a cluster of 2 separate species, C4H12N2O2 in total from the Open Molecules 2025 dataset. Energies are from wB97M-V/def2-TZVPD.

```
! wB97M-V def2-TZVPD RIJCOSX def2/J DEFGRID3
* xyz 0 1
C -0.275 0.280 0.836
C -0.977 -0.365 -0.350
C -2.049 0.395 -1.053
O -2.148 0.348 -2.258
N 1.025 -0.310 1.047
C 2.109 0.424 1.638
N 2.091 0.411 3.152
H -0.904 0.283 1.743
H -0.172 1.342 0.484
H -0.237 -0.545 -1.143
H -1.305 -1.390 -0.127
H -2.844 0.948 -0.521
H 1.029 -1.291 1.276
H 3.061 0.058 1.256
H 2.020 1.502 1.484
H 1.108 0.452 3.383
H 2.509 -0.419 3.551
H -0.717 -0.742 -4.386
H -2.084 -0.545 -4.818
O -1.241 -0.836 -5.193
*
```

## Properties
relative energy (zero: lowest compared OMol25 entry of this formula, charge and spin): 58.4 kcal per mole
orbital gap: 9.50 eV
LUMO: 0.026 hartree
highest occupied orbital energy: -0.3233 hartree
strongest force on any atom: 2.08 eV Å⁻¹

natural (NBO) atomic charge list, values in e, 4 entries: C -0.2078; C -0.5293; C 0.4423; O -0.5382

---

Entry 3:
Here is a structure of composition C4H12N2O2 from the Open Molecules 2025 dataset. Energies are from wB97M-V/def2-TZVPD.

```
! wB97M-V def2-TZVPD RIJCOSX def2/J DEFGRID3
* xyz 0 1
C 0.155 0.371 1.217
C -1.047 -0.450 -0.744
C 0.343 -0.791 0.383
C 1.491 -1.220 -0.496
N -0.251 1.671 0.965
N -0.796 0.685 -1.563
O 1.902 0.331 1.598
O -2.271 -0.479 -0.023
H 2.347 0.873 0.929
H -3.003 -0.584 -0.645
H -0.209 0.055 2.200
H -0.992 -1.342 -1.379
H -0.096 -1.646 0.891
H 0.470 2.378 0.933
H -1.083 1.949 1.464
H -1.281 0.652 -2.454
H -1.058 1.544 -1.093
H 1.161 -1.695 -1.420
H 2.102 -0.372 -0.805
H 2.115 -1.931 0.041
*
```

## Properties
relative energy (zero: lowest compared OMol25 entry of this formula, charge and spin): 101.5 kcal per mole
orbital gap: 9.28 eV
LUMO: 0.026 hartree
highest occupied orbital energy: -0.3154 hartree
strongest force on any atom: 7.14 eV Å⁻¹

natural (NBO) atomic charge list, values in e, 4 entries: C 0.2965; C 0.2520; C -0.2228; C -0.6034

---

Entry 4:
Here is a cluster of 2 separate species, C4H12N2O2 in total from the Open Molecules 2025 dataset. Energies are from wB97M-V/def2-TZVPD.

```
! wB97M-V def2-TZVPD RIJCOSX def2/J DEFGRID3
* xyz 0 1
N -1.820 0.761 0.500
C -0.376 0.983 0.557
C -0.146 1.619 -0.818
C 0.404 -0.335 0.621
N 1.805 -0.006 0.367
C 2.608 -1.167 0.560
O -0.187 -1.431 -0.154
H -2.244 0.565 1.361
H -2.274 0.084 -0.167
H -0.092 1.662 1.357
H -0.666 2.598 -0.960
H -0.778 1.079 -1.552
H 0.959 1.597 -0.988
H 0.397 -0.622 1.747
H 2.258 -2.025 -0.079
H 3.767 -0.845 0.408
H 2.564 -1.549 1.571
H -2.960 -1.146 -1.922
H -1.027 -1.160 -0.716
O -2.192 -0.660 -1.691
*
```

## Properties
relative energy (zero: lowest compared OMol25 entry of this formula, charge and spin): 204.3 kcal per mole
orbital gap: 4.19 eV
LUMO: -0.157 hartree
highest occupied orbital energy: -0.3110 hartree
strongest force on any atom: 4.14 eV Å⁻¹

natural (NBO) atomic charge list, values in e, 4 entries: N -0.7615; C -0.0906; C -0.6315; C 0.1420

---

Entry 5:
Here is a cluster of 2 separate species, C4H12N2O2 in total from the Open Molecules 2025 dataset. Energies are from wB97M-V/def2-TZVPD.

```
! wB97M-V def2-TZVPD RIJCOSX def2/J DEFGRID3
* xyz 0 1
C -1.441 0.778 -0.377
N -1.485 1.859 -1.341
C -1.310 -0.562 -1.069
N -1.250 -1.666 -0.098
H -2.362 0.812 0.213
H -0.604 0.837 0.335
H -1.561 2.755 -0.884
H -0.638 1.891 -1.900
H -0.387 -0.572 -1.654
H -2.098 -0.706 -1.817
H -1.093 -2.539 -0.590
H 0.186 -1.412 0.921
H -2.176 -1.775 0.300
O 0.993 -1.138 1.450
C 1.835 -0.475 0.671
O 1.838 -0.581 -0.526
C 2.736 0.452 1.449
H 3.319 1.079 0.782
H 2.098 1.095 2.054
H 3.399 -0.132 2.084
*
```

## Properties
relative energy (zero: lowest compared OMol25 entry of this formula, charge and spin): 17.4 kcal per mole
orbital gap: 10.37 eV
LUMO: 0.035 hartree
highest occupied orbital energy: -0.3467 hartree
strongest force on any atom: 0.86 eV Å⁻¹

natural (NBO) atomic charge list, values in e, 4 entries: C -0.2181; N -0.8328; C -0.2339; N -0.8392

---

Entry 6:
Here is a cluster of 3 separate species, C4H12N2O2 in total from the Open Molecules 2025 dataset. Energies are from wB97M-V/def2-TZVPD.

```
! wB97M-V def2-TZVPD RIJCOSX def2/J DEFGRID3
* xyz 0 1
C 0.432 -0.778 -0.579
C -0.417 -0.796 0.551
C 0.818 0.415 -1.365
C -0.812 0.373 1.370
N 2.244 0.280 1.312
N -2.230 0.301 -1.323
O 1.678 -0.950 0.953
O -1.663 -0.935 -0.987
H 0.692 -1.751 -0.971
H -0.675 -1.780 0.916
H 2.174 0.370 2.325
H 3.224 0.268 1.036
H -3.174 0.320 -0.940
H -2.298 0.343 -2.338
H -0.027 1.093 -1.506
H -1.239 0.061 2.322
H 1.241 0.134 -2.328
H 1.553 1.004 -0.810
H 0.028 1.053 1.533
H -1.547 0.975 0.829
*
```

## Properties
relative energy (zero: lowest compared OMol25 entry of this formula, charge and spin): 187.9 kcal per mole
orbital gap: 8.16 eV
LUMO: 0.029 hartree
highest occupied orbital energy: -0.2706 hartree
strongest force on any atom: 2.03 eV Å⁻¹

natural (NBO) atomic charge list, values in e, 4 entries: C 0.1691; C 0.1744; C -0.7061; C -0.7033

---

Entry 7:
Here is a cluster of 2 separate species, C4H12N2O2 in total from the Open Molecules 2025 dataset. Energies are from wB97M-V/def2-TZVPD.

```
! wB97M-V def2-TZVPD RIJCOSX def2/J DEFGRID3
* xyz 0 1
C -2.239 -0.258 0.514
C -1.290 0.925 0.649
N -0.467 0.892 1.718
O -2.948 -0.171 -0.685
O -1.276 1.810 -0.178
H -2.676 0.662 -1.106
H -0.574 0.205 2.443
H 0.122 1.689 1.904
H -1.665 -1.194 0.540
H -2.937 -0.255 1.364
C 1.302 -0.619 -1.265
C 1.834 -1.132 0.077
N 1.510 0.792 -1.516
H 0.891 1.366 -0.955
H 2.470 1.053 -1.312
H 1.802 -1.168 -2.072
H 0.232 -0.816 -1.346
H 1.629 -2.195 0.182
H 1.368 -0.603 0.905
H 2.911 -0.981 0.137
*
```

## Properties
relative energy (zero: lowest compared OMol25 entry of this formula, charge and spin): 25.9 kcal per mole
orbital gap: 9.60 eV
LUMO: 0.023 hartree
highest occupied orbital energy: -0.3296 hartree
strongest force on any atom: 0.59 eV Å⁻¹

natural (NBO) atomic charge list, values in e, 4 entries: C -0.1638; C 0.6515; N -0.8186; O -0.7107

---

Entry 8:
Here is the molecule C4H12N2O2 from the Open Molecules 2025 dataset. Energies are from wB97M-V/def2-TZVPD.

```
! wB97M-V def2-TZVPD RIJCOSX def2/J DEFGRID3
* xyz 0 1
C -1.970 -0.514 -0.068
C -0.591 -0.416 0.628
C 0.504 -0.002 -0.358
C 2.882 0.375 -0.514
N 1.799 -0.191 0.260
N -0.608 0.522 1.737
O -1.897 -1.486 -1.067
O -2.399 0.717 -0.578
H -2.760 -1.571 -1.490
H -1.772 0.998 -1.258
H -2.733 -0.778 0.685
H 1.770 0.228 1.186
H -0.339 -1.408 1.012
H -0.997 1.407 1.421
H -1.201 0.180 2.484
H 0.449 -0.637 -1.247
H 0.345 1.051 -0.663
H 2.936 -0.146 -1.471
H 2.765 1.452 -0.716
H 3.818 0.219 0.018
*
```

## Properties
relative energy (zero: lowest compared OMol25 entry of this formula, charge and spin): 36.3 kcal per mole
orbital gap: 9.45 eV
LUMO: 0.028 hartree
highest occupied orbital energy: -0.3192 hartree
strongest force on any atom: 0.65 eV Å⁻¹

natural (NBO) atomic charge list, values in e, 4 entries: C 0.3619; C -0.0957; C -0.2330; C -0.4082